Molecular formula: C8H9NOS
Method: DFT, ωB97M-V/def2-TZVPD

Each line ends with the Mulliken charge.
Positions of all 20 atoms, in Å:
1 C -0.44749 -0.42878 0.32002  0.1472
2 H -2.69602 2.09623 0.07307  0.3873
3 H 3.64336 2.35167 -0.83362  0.3059
4 H 1.62978 0.93397 -1.57225  0.3727
5 C -0.93932 0.82850 0.26952  0.0406
6 H -4.14702 -0.05183 -0.15536  0.3631
7 C -2.30874 1.09506 0.10394  -0.6987
8 H -0.78657 -2.42155 0.22711  0.4616
9 C -2.61099 -1.30091 0.20121  -0.3952
10 C 3.06860 1.70464 -0.20980  -0.4944
11 H 2.38587 -2.48295 -0.39399  0.2813
12 O 1.96448 -0.60312 1.62298  -0.6116
13 H -0.31157 1.77332 0.10202  0.2598
14 S 1.52789 -0.63285 0.25149  0.9701
15 H -3.31384 -2.17916 0.15168  0.2887
16 N 1.94052 -1.73115 -0.75011  -0.7096
17 C 2.12492 0.84395 -0.60156  -0.4034
18 C -3.12939 -0.00084 0.11815  -0.3622
19 C -1.24281 -1.50423 0.33798  -0.4544
20 H 3.64834 1.71004 0.73752  0.2514

Computed properties:
M = 167.23 g mol⁻¹
SMILES = C=C[S@@](=N)(=O)c1ccccc1
Spin multiplicity = 1
Electronic energy = -22810.720 eV
ΔE to the lowest compared entry with this formula, charge and spin = 104.4 kcal per mole
Kohn-Sham gap = 0.3733 Ha

Molecular formula: H46O23
Method: DFT, ωB97M-V/def2-TZVPD

Each line ends with the Mulliken charge.
Positions of all 69 atoms, in Å:
1 H 18.01595 -19.00109 -21.18941  0.2614
2 H 21.35656 -17.98674 -19.00575  0.2153
3 O 18.83513 -21.84212 -15.14862  -0.5928
4 H 15.83600 -19.02315 -17.26873  0.3898
5 O 17.13798 -21.62909 -18.30660  -0.6391
6 H 17.39378 -17.55305 -13.54147  0.2875
7 O 17.10225 -19.06872 -20.91225  -0.5089
8 H 19.82559 -15.64119 -22.54715  0.2805
9 H 16.28087 -15.56657 -20.96566  0.2125
10 H 23.51651 -16.42105 -17.73180  0.3035
11 H 19.39036 -22.11256 -15.87993  0.3018
12 H 22.05957 -14.46028 -20.22498  0.3125
13 H 17.55764 -18.51906 -15.67347  0.2425
14 O 22.09290 -21.01930 -19.24241  -0.6097
15 H 18.55163 -14.83288 -22.67189  0.2832
16 O 22.14843 -19.58341 -16.22384  -0.6057
17 H 18.74254 -22.04577 -18.28956  0.4276
18 H 21.30864 -21.30692 -18.77504  0.3541
19 H 15.18984 -11.54970 -20.92835  0.2894
20 O 14.21112 -19.55063 -20.14913  -0.6325
21 H 16.62051 -18.53035 -21.54020  0.2515
22 H 15.69434 -13.20718 -17.42762  0.2772
23 H 14.58671 -14.66790 -15.05677  0.2816
24 O 18.46666 -12.36600 -20.25409  -0.5975
25 O 18.73657 -17.11240 -18.82603  -0.4776
26 H 16.20927 -15.39781 -19.46290  0.1969
27 H 19.72362 -23.06414 -18.83020  0.2963
28 O 15.28258 -13.82001 -18.03682  -0.5033
29 O 23.32553 -15.56929 -18.12457  -0.6488
30 H 14.47684 -19.20262 -19.29794  0.4496
31 H 22.46680 -16.44249 -22.52492  0.3041
32 O 15.12059 -18.79236 -17.86131  -0.5591
33 O 19.46642 -14.76656 -22.39803  -0.5679
34 H 22.75729 -20.92343 -18.56004  0.3077
35 H 21.38571 -19.07156 -15.95460  0.3879
36 O 17.50324 -19.18239 -16.36142  -0.5302
37 O 19.63340 -22.37543 -18.17158  -0.6818
38 H 21.84101 -20.48990 -16.22460  0.2521
39 H 19.43905 -21.74301 -14.41263  0.2875
40 H 22.43114 -15.65262 -18.45526  0.3669
41 H 16.09476 -12.66274 -20.44446  0.3250
42 O 14.67572 -15.59013 -14.81638  -0.6057
43 O 20.09512 -18.55291 -14.88930  -0.6038
44 O 21.25879 -17.26263 -19.62408  -0.6304
45 O 13.72700 -16.56835 -17.37237  -0.7538
46 O 21.58124 -16.59451 -22.19491  -0.5983
47 H 17.32917 -16.28068 -14.35927  0.2497
48 O 17.62514 -17.19021 -14.39649  -0.6304
49 H 18.35144 -19.62524 -16.33539  0.3152
50 H 18.77407 -13.12676 -19.76117  0.3068
51 H 17.92302 -16.69907 -19.11503  0.2556
52 H 14.83404 -19.17082 -20.76876  0.2695
53 H 19.84824 -19.10280 -14.14572  0.2434
54 H 17.05879 -20.71839 -18.59048  0.1899
55 O 16.54648 -15.97967 -20.14405  -0.4857
56 H 14.80483 -17.94818 -17.53897  0.2635
57 O 15.28542 -12.50211 -20.92963  -0.6242
58 H 18.45547 -17.91761 -18.39146  0.2278
59 H 20.61153 -14.43940 -20.66617  0.2798
60 H 14.34921 -13.77361 -17.82971  0.2570
61 H 14.46698 -16.06852 -15.61875  0.4204
62 H 13.04248 -16.08987 -16.90470  0.3010
63 H 20.43336 -16.84575 -19.37688  0.4589
64 H 21.70616 -16.84799 -21.28038  0.3721
65 O 21.20522 -14.09134 -20.00088  -0.6202
66 H 19.57531 -17.75637 -14.78177  0.3020
67 H 19.07253 -12.29730 -20.99195  0.2924
68 H 13.56613 -16.37573 -18.29609  0.2436
69 H 16.32405 -21.80495 -17.83455  0.3126

Computed properties:
M = 414.35 g mol⁻¹
Spin multiplicity = 1
Electronic energy = -47841.008 eV
ΔE to the lowest compared entry with this formula, charge and spin = 60.7 kcal per mole
Kohn-Sham gap = 0.3523 Ha

Molecular formula: C6H14N2O2
Method: DFT, ωB97M-V/def2-TZVPD

Each line ends with the Mulliken charge.
Positions of all 24 atoms, in Å:
1 H 2.34025 1.00702 2.48330  0.2937
2 H -1.97873 1.90057 -2.46039  0.3148
3 H 1.27561 -1.27588 -0.97754  0.1913
4 H -2.10197 -1.25209 1.84340  0.2772
5 H 0.85866 -1.72874 -2.54329  0.3098
6 O -0.61200 1.04886 2.65490  -0.5767
7 H -0.21283 -2.35435 -1.21029  0.3089
8 H 2.46999 0.41308 0.74703  0.3443
9 H 1.25747 1.57984 1.31576  0.2665
10 C -0.19980 0.61246 -2.56158  0.7687
11 O 0.63155 0.44575 -3.43289  -0.6263
12 H -1.88466 -0.94505 3.39762  0.3342
13 C 1.82228 0.67736 1.57961  -0.8144
14 C -1.24889 -1.23604 2.54770  -1.0827
15 H -0.88550 -2.25281 2.52299  0.3479
16 C 0.39295 -1.53394 -1.58252  -0.8173
17 H -1.05510 -0.19080 -0.85704  0.1563
18 N 0.94449 -0.46553 1.87307  -0.3281
19 H -0.64588 2.47301 -1.49830  0.2652
20 C -0.89725 1.96402 -2.43883  -1.0551
21 C -0.32398 -0.07979 2.35328  0.6692
22 H -0.45996 2.60526 -3.19235  0.3114
23 N -0.45877 -0.34843 -1.63505  -0.1341
24 H 0.97207 -1.06376 1.07139  0.2755

Computed properties:
M = 146.19 g mol⁻¹
SMILES = CNC(C)=O.CNC(C)=O
Spin multiplicity = 1
Electronic energy = -13524.402 eV
ΔE to the lowest compared entry with this formula, charge and spin = 28.2 kcal per mole
Kohn-Sham gap = 0.3827 Ha

Molecular formula: C40H34AuN3P2
Method: DFT, ωB97M-V/def2-TZVPD

Each line ends with the Mulliken charge.
Positions of all 80 atoms, in Å:
1 C -1.71521 0.83588 4.53642  -0.5562
2 C -1.43113 3.17344 -2.15803  -0.7458
3 P -1.77606 -0.26869 1.93434  1.5489
4 C -0.55501 -1.39015 -5.72976  -0.6027
5 H 0.57044 -4.09012 -1.70451  0.4774
6 C -1.43437 0.98760 3.18129  -0.2682
7 C 5.05047 -1.11719 -0.54473  -0.7203
8 C -5.58192 1.12120 1.43291  -0.7306
9 C -5.07813 -0.35574 -0.39866  -0.6387
10 C -0.64890 -0.34207 -4.82692  -0.7040
11 C 1.05128 -3.49392 -0.91564  -0.8973
12 C -3.46067 0.01047 1.34004  0.1712
13 C -5.95093 0.51094 0.24467  -0.5897
14 C 2.50279 0.49212 1.85158  -0.5636
15 C -1.77984 -1.93460 2.77325  -0.7805
16 H -2.80860 -2.28018 2.94576  0.5567
17 P 1.16918 -1.73207 -1.50645  1.3288
18 C 2.94006 -1.40081 -1.66783  0.4949
19 H 2.05610 -3.91034 -0.76479  0.5854
20 H -2.17731 -0.06825 4.90654  0.4688
21 H 2.90690 -0.84429 -3.74740  0.4136
22 Au -0.13994 -0.49032 0.15652  1.5670
23 C 3.46159 1.34782 2.36694  -1.1004
24 C 3.50137 -0.91474 -2.84809  -0.5754
25 C 0.81192 3.56742 -1.43037  -0.7601
26 H -5.37032 -0.82661 -1.32480  0.4528
27 C 4.83584 -0.54905 -2.87037  -0.7574
28 H -0.19005 0.33271 -2.84350  0.1649
29 H -0.63998 2.27212 1.66026  0.2986
30 H -0.62109 3.84052 5.63064  0.4286
31 C 0.47090 -1.68170 -3.17299  0.0646
32 H 6.63376 -0.30060 -1.73598  0.4368
33 C -0.13849 -0.48499 -3.55098  0.0184
34 H -0.24933 4.85406 -2.77356  0.4825
35 H -2.31420 3.45323 -2.71018  0.5438
36 H 0.11939 -3.39476 -6.06105  0.4498
37 C 2.71165 2.97936 0.78542  -1.1489
38 C -0.85047 2.16632 2.71488  0.1023
39 H -4.04543 1.36872 2.90449  0.4534
40 C -0.84283 3.04038 4.94290  -0.6893
41 H -0.93370 -1.27201 -6.73288  0.4276
42 H 4.09288 1.03210 3.18096  0.5690
43 H 3.29142 -1.89196 0.39666  0.4226
44 H 1.00935 -3.67494 -3.79512  0.4819
45 C 3.72429 -1.50321 -0.51564  -0.6224
46 H -0.09901 4.09772 3.23426  0.4858
47 C -0.08492 -4.76105 1.08664  -1.0881
48 C -0.55258 3.18722 3.59538  -0.6469
49 C -0.89807 -4.33077 2.10942  -1.1490
50 H -1.12164 0.58268 -5.12206  0.4748
51 N -0.34465 -2.53737 0.87039  0.2287
52 C -4.33493 0.88363 1.98380  -0.4827
53 N 1.69415 0.83897 0.86683  0.6239
54 C 0.54393 -2.74196 -4.07456  -0.4729
55 C -1.40872 2.00853 -1.41137  -0.7989
56 H 4.28588 3.32064 2.19708  0.5049
57 C 5.60502 -0.62660 -1.71940  -0.6332
58 H -3.13442 -1.26736 -0.35911  0.5025
59 H -1.33541 -4.92638 2.88576  0.5510
60 H -6.26638 1.79059 1.92996  0.4354
61 N -0.36059 1.64090 -0.68567  0.6957
62 C -1.04279 -2.92225 1.95375  -0.0463
63 C 0.73023 2.41620 -0.64743  1.2197
64 H 5.27831 -0.19923 -3.79041  0.4498
65 H 1.71261 4.15925 -1.45078  0.5331
66 H -1.66566 1.76805 6.45363  0.4587
67 H 0.24756 -5.76030 0.89061  0.5641
68 C -3.83095 -0.60383 0.14215  -0.3821
69 C -0.28383 3.95249 -2.18440  -0.9243
70 C 0.03863 -2.58421 -5.35263  -0.8036
71 C 1.76974 2.05653 0.33004  0.2578
72 C 0.24715 -3.61016 0.31718  0.0956
73 H -6.91718 0.71779 -0.18792  0.4287
74 H -1.29535 -1.83650 3.75594  0.5140
75 H 2.35847 -0.50207 2.25151  0.5757
76 H 5.65776 -1.19573 0.34362  0.4821
77 C 3.56378 2.61488 1.81604  -0.8056
78 H -2.26328 1.34840 -1.37649  0.4426
79 C -1.42699 1.87181 5.40721  -0.6963
80 H 2.75648 3.97639 0.38482  0.4466

Computed properties:
M = 815.65 g mol⁻¹
Spin multiplicity = 1
Electronic energy = -68759.076 eV
Net charge = +2
Kohn-Sham gap = 0.1842 Ha

Molecular formula: C17H19ClN6S
Method: DFT, ωB97M-V/def2-TZVPD

Each line ends with the Mulliken charge.
Positions of all 44 atoms, in Å:
1 N 2.85035 2.66389 -3.36545  -0.7204
2 C 1.73676 2.99041 -1.03235  0.5892
3 C -0.54476 -0.86665 0.04211  0.6759
4 H -1.84906 1.39714 1.84360  0.4650
5 H 5.15589 3.00959 -1.34510  0.2726
6 C -0.17255 -3.54977 2.54858  -0.3799
7 H -0.26204 -5.08166 -1.60589  0.4166
8 H 1.99572 3.03845 0.92479  0.3090
9 C -0.74892 -3.61420 3.83685  -0.6647
10 H -1.38843 -3.84048 -1.02373  0.2609
11 H -2.48835 -0.67026 3.76445  0.4118
12 H -0.96943 1.92093 -2.81265  0.3911
13 H 0.51702 2.44324 0.43265  0.2130
14 C 1.55685 2.40572 -3.24641  -0.5866
15 H 0.41450 -4.35410 2.17710  0.5135
16 S 0.92257 -3.09458 -0.80963  -0.1167
17 C -1.21275 -1.42561 2.14577  -0.3676
18 Cl -2.59709 -2.64418 5.72861  -0.2303
19 C -2.14392 1.43891 -0.26768  -1.0713
20 N 3.03496 3.19575 -1.11644  -0.6181
21 C -2.18631 0.72531 1.07491  -0.7363
22 C -0.54026 2.35420 -1.92185  -1.0815
23 N 4.79204 3.10726 -2.29171  -0.4810
24 C -1.84746 -1.48963 3.42024  -0.7673
25 C -0.44210 -4.36326 -0.84457  -0.8565
26 N -0.77989 1.37364 -0.84203  0.4076
27 H 5.15112 2.48945 -3.03409  0.2584
28 N -1.35957 -0.48299 1.11996  0.2560
29 C 0.92856 2.56676 -2.05009  0.6887
30 C -0.38082 -2.45446 1.72916  0.8762
31 C 3.49717 3.05783 -2.29822  0.3904
32 C -1.62143 -2.59302 4.24365  0.1157
33 H -0.59978 -4.47234 4.48249  0.4120
34 H 1.01497 2.02579 -4.10539  0.4246
35 N 1.28093 3.10812 0.22054  -0.5408
36 C -0.35403 -0.00942 -1.18368  -1.0048
37 H -2.47296 2.47220 -0.18064  0.4078
38 H 0.69655 -0.11513 -1.49499  0.5918
39 H -1.00794 -0.36736 -1.97965  0.2760
40 H -0.55834 -4.91809 0.08628  0.2365
41 C 0.04200 -2.07335 0.34870  -0.8404
42 H -3.22561 0.46967 1.34352  0.4674
43 H -1.01975 3.31368 -1.69841  0.3358
44 H -2.81437 0.91262 -0.96329  0.4008

Computed properties:
M = 374.90 g mol⁻¹
SMILES = CSc1c2n(c3cc(Cl)ccc13)CCN(Cc1cnc(N)nc1N)C2
Spin multiplicity = 1
Electronic energy = -50235.953 eV
ΔE to the lowest compared entry with this formula, charge and spin = 11.9 kcal per mole
Kohn-Sham gap = 0.3128 Ha

Molecular formula: C3H4N2O3
Method: DFT, ωB97M-V/def2-TZVPD

Each line ends with the Mulliken charge.
Positions of all 12 atoms, in Å:
1 N -0.99343 -1.50149 -0.89978  -0.0286
2 C 1.18695 1.16830 0.48725  -0.7385
3 O -1.89877 1.44208 0.57412  -0.5344
4 H -1.31511 -2.43928 -0.61319  0.3041
5 C 0.25723 -1.33770 -0.61487  0.4805
6 H 1.56503 0.32672 1.11836  0.2572
7 O -1.85038 -0.48775 -0.52777  -0.2536
8 C -1.18668 0.65515 0.05856  0.6233
9 N 0.11065 0.62533 -0.16731  -0.3248
10 H 0.80734 2.06575 1.05967  0.3548
11 O 1.29129 -1.84191 -0.37363  -0.3903
12 H 2.02588 1.32478 -0.10142  0.2502

Computed properties:
M = 116.08 g mol⁻¹
Spin multiplicity = 1
Electronic energy = -12295.224 eV
ΔE to the lowest compared entry with this formula, charge and spin = 87.0 kcal per mole
Kohn-Sham gap = 0.3582 Ha

For reference, HOMO by record: -9.34; -10.27; -9.81; -12.33; -7.97; -9.63 eV.